No. 1
The following is a DFT calculation (ωB97M-V/def2-TZVPD) of C3H7N3O in the gas phase.

As for the HOMO energy: -7.273 eV. The value obtained for the max |F| is 0.0114 hartree/bohr. As for the HOMO-LUMO gap: 7.7 eV.

The geometry in ORCA input format:
```
! wB97M-V def2-TZVPD RIJCOSX def2/J DEFGRID3
* xyz 0 1
C -0.76 -1.42 -1.91
N 0.42 -1.40 -0.89
C 0.77 -0.13 -0.25
O 1.78 0.46 -0.57
N -0.13 0.28 0.69
C 0.05 1.47 1.41
N -0.81 1.81 2.27
H -0.57 -0.51 -2.50
H -1.64 -1.22 -1.28
H 1.26 -1.69 -1.39
H 0.22 -2.13 -0.20
H -1.02 -0.19 0.78
H 0.97 1.98 1.14
H -0.53 2.69 2.71
*
```

Here are the Löwdin charges for atoms 1 to 4, given in e:
1. C -0.124
2. N -0.032
3. C -0.490
4. O 0.109

No. 2
The following is a DFT calculation (ωB97M-V/def2-TZVPD) of a molecular structure, C24H24N6OTl.

As for the HOMO energy: -11.565 eV. The value obtained for the max |F| is 0.0047 hartree/bohr. As for the HOMO-LUMO gap: 9.5 eV.

The geometry in ORCA input format:
```
! wB97M-V def2-TZVPD RIJCOSX def2/J DEFGRID3
* xyz 1 1
Tl -0.56 -0.17 -0.31
C 1.37 0.67 2.62
N 0.60 1.50 1.70
C 1.47 2.43 0.99
C 2.40 1.72 0.03
C 3.68 2.20 -0.20
C 4.49 1.55 -1.11
C 4.01 0.43 -1.76
C 2.72 0.01 -1.48
N 1.93 0.64 -0.61
C -0.44 2.21 2.43
C -1.49 2.89 1.57
C -2.32 3.85 2.13
C -3.28 4.45 1.33
C -3.38 4.07 0.00
C -2.52 3.10 -0.47
N -1.59 2.52 0.29
C 0.66 -0.60 3.02
C 0.82 -1.14 4.29
C 0.24 -2.36 4.59
C -0.51 -3.00 3.62
C -0.64 -2.39 2.38
N -0.07 -1.22 2.09
H 1.65 1.23 3.52
H 2.29 0.37 2.13
H 2.06 3.04 1.68
H 0.83 3.10 0.41
H 4.03 3.08 0.34
H 5.50 1.92 -1.30
H 4.62 -0.11 -2.48
H 2.29 -0.85 -1.97
H 0.00 2.97 3.10
H -0.95 1.49 3.08
H -2.21 4.12 3.17
H -3.94 5.20 1.74
H -4.11 4.52 -0.66
H -2.56 2.77 -1.50
H 1.40 -0.61 5.04
H 0.36 -2.79 5.57
H -0.98 -3.95 3.81
H -1.23 -2.84 1.59
N -2.84 -1.44 -4.81
C -2.26 -2.66 -4.97
O -2.55 -3.41 -5.88
C -1.26 -3.05 -3.93
C -1.09 -4.39 -3.62
C -0.15 -4.75 -2.67
C 0.60 -3.74 -2.07
N 0.46 -2.45 -2.36
C -0.45 -2.12 -3.28
H -3.55 -1.16 -5.47
H -2.72 -0.90 -3.98
H -1.69 -5.13 -4.14
H 0.02 -5.78 -2.41
H 1.34 -3.99 -1.32
H -0.50 -1.07 -3.54
*
```

Here are the Löwdin charges for atoms 1 to 4, given in e:
1. Tl 0.863
2. C -0.130
3. N -0.216
4. C -0.132

No. 3
The following is a DFT calculation (ωB97M-V/def2-TZVPD) of a molecular structure, C8H7IrN4O4SSe3Te in a non-equilibrium geometry.

As for the HOMO energy (spin up / spin down): -3.048 / -3.008 eV. The value obtained for the max |F| is 0.0524 hartree/bohr. As for the HOMO-LUMO gap (spin up / spin down): 4.0 / 4.0 eV.

The geometry in ORCA input format:
```
! wB97M-V def2-TZVPD RIJCOSX def2/J DEFGRID3
* xyz -1 2
Ir 1.30 -1.22 -0.58
N -0.17 -1.09 -4.55
C 0.14 -0.82 -3.26
S 1.84 -0.90 -2.82
N -0.78 -0.40 -2.45
N -0.38 -0.15 -1.16
C -1.08 0.79 -0.62
C -0.99 1.45 0.66
C -2.00 2.39 0.95
C -2.06 3.09 2.14
C -1.08 2.87 3.11
C -0.06 1.98 2.85
C 0.00 1.29 1.65
O 1.08 0.51 1.35
H 0.52 -1.63 -5.04
H -1.13 -1.37 -4.72
H -1.87 1.17 -1.27
H -2.77 2.55 0.20
H -2.86 3.79 2.31
H -1.11 3.40 4.05
H 0.71 1.78 3.58
Se -0.14 -3.60 -0.93
Se 0.10 -4.39 -2.98
Te 4.37 -3.32 -2.02
Se 3.36 -2.29 -0.06
O 0.55 -1.91 1.43
N 1.10 -1.61 2.49
O 1.77 -2.26 3.22
O 1.63 -0.11 2.46
*
```

Here are the Löwdin charges for atoms 1 to 4, given in e:
1. Ir 0.398
2. N 0.058
3. C -0.905
4. S 0.449

No. 4
The following is a DFT calculation (ωB97M-V/def2-TZVPD) of C6H7NO3S in the gas phase in a non-equilibrium geometry.

As for the HOMO energy: -9.304 eV. The value obtained for the max |F| is 0.0731 hartree/bohr. As for the HOMO-LUMO gap: 9.4 eV. Its SMILES is C=C=[S@@]1(=O)CC(=O)N=C(C)O1.

The geometry in ORCA input format:
```
! wB97M-V def2-TZVPD RIJCOSX def2/J DEFGRID3
* xyz 0 1
C -2.78 1.28 -0.32
C -1.86 0.39 -0.43
S -0.49 0.98 0.48
O -0.27 2.34 0.93
C -0.13 -0.28 1.79
C 1.21 -0.78 1.58
O 2.00 -0.98 2.48
N 1.49 -1.22 0.32
C 1.27 -0.48 -0.69
C 1.54 -1.02 -2.04
O 0.75 0.71 -0.57
H -2.76 2.26 0.15
H -3.62 1.16 -0.92
H -0.92 -1.03 1.53
H -0.15 0.07 2.81
H 2.04 -1.93 -2.02
H 2.12 -0.39 -2.66
H 0.56 -1.09 -2.43
*
```

Here are the Löwdin charges for atoms 1 to 4, given in e:
1. C -0.133
2. C -0.254
3. S 0.910
4. O -0.292

No. 5
The following is a DFT calculation (ωB97M-V/def2-TZVPD) of C5H11NO in the gas phase in a non-equilibrium geometry.

As for the HOMO energy: -9.381 eV. The value obtained for the max |F| is 0.0220 hartree/bohr. As for the HOMO-LUMO gap: 10.5 eV. Its SMILES is C[C@H]1CN1CCO.

The geometry in ORCA input format:
```
! wB97M-V def2-TZVPD RIJCOSX def2/J DEFGRID3
* xyz 0 1
C 0.52 -0.87 -1.87
C -0.46 -0.02 -1.11
C -1.71 -0.54 -0.48
N -0.53 -0.29 0.30
C -0.38 0.84 1.16
C 1.10 0.82 1.55
O 1.63 -0.45 1.85
H 1.54 -0.49 -1.75
H 0.27 -0.89 -2.93
H 0.49 -1.90 -1.48
H -0.49 1.04 -1.39
H -1.94 -1.60 -0.53
H -2.55 0.14 -0.38
H -0.62 1.83 0.72
H -1.05 0.76 2.02
H 1.76 1.24 0.77
H 1.05 1.42 2.45
H 1.39 -1.02 1.10
*
```

Here are the Löwdin charges for atoms 1 to 4, given in e:
1. C -0.056
2. C -0.337
3. C -0.086
4. N -0.134

ΔE to the lowest compared entry with this formula, charge and spin values, unit kJ/mol, following the record order: 334.08 0.00 667.28 352.98 226.63.
DFT total energy values, unit hartree, following the record order: -357.92263 -1505.09169 -8803.67955 -911.31897 -327.04503.